(1)
{"formula": "C10H19N2S", "method": "ωB97M-V/def2-TZVPD", "e_homo_ev": -12.368, "lumo_ha": -0.1586, "de_lowest_kcal_mol": 34.3, "total_charge": 1, "symbols": ["S", "N", "N", "C", "C", "C", "C", "C", "C", "C", "C", "C", "C", "H", "H", "H", "H", "H", "H", "H", "H", "H", "H", "H", "H", "H", "H", "H", "H", "H", "H", "H"], "xyz": [[-1.589, 0.610, -1.364], [2.226, -0.585, -1.433], [0.592, 1.393, -2.619], [0.730, -0.690, -1.298], [-1.582, -2.687, -0.332], [0.300, -1.193, -0.006], [0.075, 0.570, -1.752], [-0.085, -2.613, 0.011], [1.644, 1.684, 0.528], [0.760, 1.075, 1.265], [-0.121, 1.608, 2.412], [0.341, -0.337, 1.042], [-1.613, 1.509, 2.081], [-2.285, 1.811, 2.913], [1.851, 2.748, 0.770], [-1.769, 1.883, -1.532], [0.096, 2.686, 2.515], [2.057, 1.408, -0.497], [0.544, -1.242, -2.201], [2.395, -0.337, -0.424], [0.042, -3.087, 0.896], [0.003, -0.810, 2.010], [-1.909, 2.368, 1.364], [-1.966, -3.733, -0.096], [0.209, 2.255, -2.971], [-1.925, -2.290, -1.268], [0.170, 0.924, 3.238], [2.700, -1.428, -1.665], [1.524, 1.167, -2.862], [-1.934, 0.596, 1.606], [0.635, -3.121, -0.682], [-2.113, -2.142, 0.351]]}

---

(2)
{"formula": "C10H19N2Si", "method": "ωB97M-V/def2-TZVPD", "e_homo_ev": [-12.397, -12.393], "lumo_ha": [-0.1636, -0.1636], "de_lowest_kcal_mol": 79.4, "total_charge": 1, "symbols": ["Si", "N", "N", "C", "C", "C", "C", "C", "C", "C", "C", "C", "C", "H", "H", "H", "H", "H", "H", "H", "H", "H", "H", "H", "H", "H", "H", "H", "H", "H", "H", "H"], "xyz": [[-0.389, 0.977, -1.283], [-1.469, 1.219, -0.074], [0.632, -0.361, -0.498], [3.978, 1.453, 0.432], [-2.230, -1.131, -0.058], [-3.613, 0.612, 0.849], [-2.730, 1.689, 0.070], [-1.100, -1.862, 0.008], [2.583, 0.823, 0.721], [0.320, -1.577, -0.205], [2.154, 0.076, -0.562], [-3.545, -0.768, 0.106], [1.362, -2.660, 0.008], [1.929, -2.230, 0.863], [4.092, 1.695, -0.668], [2.675, 0.204, 1.625], [-1.160, -2.905, -0.015], [-4.077, -1.423, 0.856], [2.169, 0.944, -1.311], [-2.951, 2.424, 0.784], [4.176, 2.399, 0.948], [-4.112, -0.693, -0.802], [-0.546, 0.338, -2.582], [2.752, -0.834, -0.728], [-3.089, 0.614, 1.810], [0.943, -3.639, 0.329], [-4.663, 0.872, 0.953], [2.157, -2.788, -0.873], [0.470, 2.235, -1.424], [4.695, 0.825, 0.735], [-3.192, 1.898, -0.883], [1.777, 1.573, 0.871]]}

---

(3)
{"formula": "C10H19N5", "method": "ωB97M-V/def2-TZVPD", "e_homo_ev": [-15.511, -15.510], "lumo_ha": [-0.3733, -0.3733], "de_lowest_kcal_mol": 57.4, "total_charge": 2, "symbols": ["N", "N", "N", "N", "N", "C", "C", "C", "C", "C", "C", "C", "C", "C", "C", "H", "H", "H", "H", "H", "H", "H", "H", "H", "H", "H", "H", "H", "H", "H", "H", "H", "H", "H"], "xyz": [[-2.142, -1.719, 1.649], [-2.169, -0.310, 1.546], [1.066, 1.823, -1.116], [-0.130, -0.304, 0.319], [1.588, 3.820, -0.076], [0.279, 2.823, -1.625], [-2.848, -2.134, 2.893], [1.754, 2.452, -0.027], [2.426, -0.285, -1.264], [-0.799, -2.386, 1.600], [0.308, 0.011, -2.557], [0.110, -1.742, 0.486], [0.649, 3.987, -0.963], [-1.234, 0.187, 0.864], [1.170, 0.523, -1.454], [-2.853, -3.198, 2.885], [2.923, -0.244, -0.392], [0.421, -1.123, -2.551], [3.095, 0.196, -1.993], [-0.320, 2.706, -2.518], [-2.284, -1.714, 3.699], [2.333, -1.267, -1.738], [-0.121, -2.253, -0.490], [2.877, 2.194, -0.164], [-1.355, 1.224, 0.817], [-0.651, 0.429, -2.434], [0.234, 4.971, -1.122], [-0.389, -2.118, 2.580], [1.079, -1.834, 0.835], [1.460, 2.157, 0.972], [-3.832, -1.589, 2.761], [-2.635, -2.050, 0.794], [-0.790, -3.450, 1.342], [0.779, 0.215, -3.559]]}

---

(4)
{"formula": "C10H20", "method": "ωB97M-V/def2-TZVPD", "smiles": "C=C(C)CC.C=C(C)CC", "e_homo_ev": -9.164, "lumo_ha": 0.0289, "de_lowest_kcal_mol": 38.5, "total_charge": 0, "symbols": ["C", "C", "C", "C", "C", "C", "C", "C", "C", "C", "H", "H", "H", "H", "H", "H", "H", "H", "H", "H", "H", "H", "H", "H", "H", "H", "H", "H", "H", "H"], "xyz": [[4.044, 0.841, 6.378], [2.077, 0.224, 3.938], [-0.333, 3.897, -2.487], [3.838, -0.611, 5.694], [0.116, 4.994, -0.269], [3.355, -0.482, 4.248], [4.063, -0.950, 3.213], [-0.572, 6.308, -2.297], [-0.258, 5.132, -1.728], [-0.911, 4.328, 0.628], [5.025, -1.446, 3.390], [1.007, 4.339, -0.200], [-0.523, 7.243, -1.728], [-1.075, 3.322, 0.206], [-0.246, 4.045, -3.576], [-1.865, 4.881, 0.600], [-1.272, 3.356, -2.280], [4.194, 0.779, 7.469], [1.479, 0.204, 4.865], [0.513, 3.276, -2.147], [1.465, -0.183, 3.116], [4.898, 1.381, 5.935], [2.328, 1.272, 3.704], [3.727, -0.844, 2.176], [3.076, -1.147, 6.292], [-1.023, 6.342, -3.295], [-0.597, 4.221, 1.680], [0.383, 5.972, 0.175], [4.782, -1.185, 5.760], [3.124, 1.416, 6.181]]}

---

(5)
{"formula": "C10H20BBrCl2InN3O2P", "method": "ωB97M-V/def2-TZVPD", "e_homo_ev": -3.790, "lumo_ha": 0.0870, "total_charge": -1, "symbols": ["In", "Br", "Cl", "Cl", "P", "O", "O", "N", "N", "N", "C", "C", "C", "C", "C", "C", "C", "C", "C", "C", "B", "H", "H", "H", "H", "H", "H", "H", "H", "H", "H", "H", "H", "H", "H", "H", "H", "H", "H", "H", "H"], "xyz": [[-1.434, -1.552, -1.216], [-1.025, 0.109, -3.180], [-4.416, -1.848, -2.776], [-4.339, 0.281, -0.073], [-0.171, -3.673, -1.914], [-1.486, -4.751, -1.892], [-1.055, 0.322, 1.453], [0.069, -3.465, -3.615], [0.971, -0.992, 0.957], [2.555, 3.506, 0.776], [-5.892, -1.965, -0.018], [3.036, 3.949, -0.382], [4.233, 4.787, 1.903], [3.150, 3.921, 1.891], [4.117, 4.815, -0.477], [1.902, 0.110, 0.803], [4.726, 5.243, 0.690], [-4.426, -1.534, -0.066], [1.103, -1.668, 2.234], [-3.595, -2.129, -1.178], [-0.441, -0.627, 0.645], [-1.166, -5.609, -1.605], [-3.926, -1.813, 0.864], [1.896, 0.457, -0.234], [0.182, -2.210, 2.471], [1.050, -3.357, -3.838], [2.743, 3.538, 2.821], [1.680, 0.978, 1.446], [2.533, 3.592, -1.274], [-6.222, -2.093, 1.014], [-6.012, -2.910, -0.551], [4.677, 5.092, 2.841], [4.467, 5.140, -1.448], [-6.537, -1.230, -0.496], [2.921, -0.217, 1.032], [1.284, -0.971, 3.069], [-3.624, -3.215, -1.061], [5.572, 5.919, 0.657], [-0.583, 1.157, 1.556], [1.918, -2.398, 2.209], [-0.433, -2.689, -4.035]]}

---

(6)
{"formula": "C10H20BF4NO4S2", "method": "ωB97M-V/def2-TZVPD", "smiles": "NBC(F)(F)C(F)F.O=S1(=O)CCCC1.O=S1(=O)CCCC1", "e_homo_ev": -9.839, "lumo_ha": 0.0012, "total_charge": 0, "symbols": ["S", "S", "F", "F", "F", "F", "O", "O", "O", "O", "N", "C", "C", "C", "C", "C", "C", "C", "C", "C", "C", "B", "H", "H", "H", "H", "H", "H", "H", "H", "H", "H", "H", "H", "H", "H", "H", "H", "H", "H", "H", "H"], "xyz": [[-4.576, 1.122, 0.920], [5.819, -1.588, -2.748], [1.671, 0.804, 2.131], [-0.092, -2.219, 1.867], [2.423, -1.165, 1.514], [0.135, -0.654, 0.325], [-4.443, 0.029, 1.850], [7.132, -2.163, -2.596], [5.017, -1.896, -3.904], [-3.869, 2.360, 1.125], [-1.580, -0.246, 3.701], [-5.595, 0.593, -1.487], [1.465, -0.532, 2.241], [5.207, -0.691, -0.363], [-6.309, 1.494, 0.667], [5.947, 0.197, -2.548], [0.086, -0.865, 1.679], [4.884, -1.887, -1.251], [-4.250, 0.541, -0.752], [-6.428, 1.707, -0.839], [5.154, 0.538, -1.281], [-1.124, -0.021, 2.347], [-6.879, 0.626, 0.998], [5.185, -2.847, -0.839], [7.006, 0.430, -2.445], [-5.448, 0.766, -2.552], [4.116, 0.752, -1.541], [-6.021, 2.684, -1.108], [4.501, -0.610, 0.459], [5.550, 0.668, -3.443], [-1.023, 0.184, 4.431], [-7.467, 1.676, -1.163], [-6.568, 2.365, 1.264], [-3.517, 1.218, -1.187], [-1.620, 0.807, 1.654], [5.559, 1.424, -0.794], [-3.836, -0.462, -0.690], [6.209, -0.801, 0.058], [-1.713, -1.229, 3.921], [-6.113, -0.361, -1.377], [1.579, -0.836, 3.282], [3.829, -1.910, -1.525]]}

---

(7)
{"formula": "C10H20Br10", "method": "ωB97M-V/def2-TZVPD", "smiles": "BrCCBr.BrCCBr.BrCCBr.BrCCBr.BrCCBr", "e_homo_ev": -9.966, "lumo_ha": 0.0110, "de_lowest_kcal_mol": 10.9, "total_charge": 0, "symbols": ["Br", "Br", "Br", "Br", "Br", "Br", "Br", "Br", "Br", "Br", "C", "C", "C", "C", "C", "C", "C", "C", "C", "C", "H", "H", "H", "H", "H", "H", "H", "H", "H", "H", "H", "H", "H", "H", "H", "H", "H", "H", "H", "H"], "xyz": [[-0.468, -3.187, 0.769], [1.695, 7.659, 1.915], [-1.316, -0.052, -1.197], [5.751, -2.165, 0.372], [2.049, 0.581, -0.685], [2.347, 3.205, 2.747], [-4.506, -0.534, -4.211], [-4.719, -4.667, 1.517], [7.429, -0.462, -2.240], [-5.566, -1.032, 0.192], [2.574, 5.930, 2.028], [4.902, -1.297, -1.125], [1.536, 4.859, 2.140], [-5.474, -0.502, -2.538], [-4.541, -0.924, -1.436], [-3.048, -4.272, 0.663], [-2.114, -3.668, 1.672], [0.766, 0.427, 0.741], [5.731, -1.371, -2.368], [-0.616, 0.871, 0.334], [3.179, 5.832, 1.135], [3.947, -1.787, -1.301], [-5.858, 0.498, -2.368], [-0.633, 1.925, 0.074], [4.691, -0.290, -0.786], [1.058, 4.661, 1.184], [5.207, -0.927, -3.214], [-6.313, -1.179, -2.643], [-4.118, -1.902, -1.619], [-2.668, -5.211, 0.266], [0.757, -0.604, 1.074], [-3.789, -0.168, -1.249], [-2.503, -2.745, 2.092], [1.110, 1.093, 1.528], [-1.322, 0.679, 1.136], [0.749, 5.101, 2.846], [5.960, -2.395, -2.649], [-1.868, -4.328, 2.495], [-3.214, -3.623, -0.190], [3.218, 5.974, 2.899]]}

---

no.,calculated total energy (Ha)
1,-899.78601
2,-791.04283
3,-665.42328
4,-392.95731
5,-4758.67749
6,-1969.41674
7,-26133.17215